[1]
The following is a DFT calculation (ωB97M-V with the def2-TZVPD basis set) of the molecule C26H16F4N2O2 at a distorted geometry.

SMILES string: O=C(O)c1cc(-c2cccc(-c3nc(/C=C/c4ccccc4)cc(C(F)(F)F)n3)c2)ccc1F
Gap between HOMO and LUMO in eV: 7.809
Highest occupied orbital energy in eV: -8.517

Atoms and positions in Å:
1 O -0.78198 -4.98023 5.50817
2 F -3.92318 -2.47813 5.00917
3 F 4.96401 4.09982 -2.04560
4 F 6.03220 2.63083 -0.97525
5 F 5.70502 2.27312 -3.07646
6 N 1.38619 0.80600 -1.14588
7 N 3.53215 1.49701 -0.50312
8 O -2.84805 -5.21924 4.78069
9 C -1.77668 -4.51285 4.99700
10 C 0.42394 1.54058 -3.28310
11 C -0.87744 1.07080 -2.99275
12 C 2.38689 0.79943 -0.26655
13 C 1.55199 1.47527 -2.28643
14 C 3.74333 2.10549 -1.67761
15 C 2.71566 2.14004 -2.55769
16 C -4.50389 1.40836 -5.31489
17 C -4.30762 0.38904 -4.42934
18 C -3.50231 2.29661 -5.62768
19 C 3.32256 -0.55229 3.15126
20 C -2.56307 -0.92855 3.93423
21 C -3.16199 0.19545 -3.77659
22 C -2.25647 2.21101 -4.85238
23 C 3.36633 0.17457 2.00771
24 C -1.36934 -0.59405 3.29656
25 C 2.16893 -1.21890 3.53609
26 C -0.33690 -2.64271 4.18075
27 C 1.01629 -0.41441 1.55322
28 C -2.72338 -2.18480 4.51201
29 C -1.61973 -3.11189 4.58004
30 C -2.03397 1.11660 -3.89429
31 C 2.22596 0.26749 1.13869
32 C -0.22317 -1.45265 3.39594
33 C 0.98578 -1.09381 2.73504
34 C 5.12936 2.77281 -1.92966
35 H -2.54876 -6.15345 4.93572
36 H 0.57757 2.07911 -4.24584
37 H -1.00795 0.63528 -1.90785
38 H 2.87564 2.65204 -3.44622
39 H -5.39126 1.29231 -5.97681
40 H -4.94976 -0.42697 -4.11447
41 H -3.56344 3.25251 -6.16992
42 H 4.32001 -0.65425 3.59485
43 H -3.39691 -0.27385 3.68585
44 H -3.14981 -0.74084 -3.16426
45 H -1.45455 2.94594 -5.10271
46 H 4.36707 0.61680 1.79949
47 H -1.32194 0.30746 2.80347
48 H 2.17654 -1.61817 4.56895
49 H 0.46967 -3.41331 4.05724
50 H 0.15043 -0.38643 1.00123

=====

[2]
The following is a DFT calculation (ωB97M-V with the def2-TZVPD basis set) of the ion C26H17N2O3 with charge -1 at a distorted geometry.

Charge: -1
SMILES string: COc1ccc([C@H](C2=C([O-])c3ccccc3C2=O)[C@@H](C#N)c2ccc(C#N)cc2)cc1
Gap between HOMO and LUMO in eV: 6.554
Highest occupied orbital energy in eV: -4.103

Atoms and positions in Å:
1 C 1.80050 -0.12853 4.17224
2 C 2.57441 -1.05813 3.34111
3 N 3.15606 -1.72913 2.58872
4 C 0.46481 0.08668 3.47121
5 C -0.03228 1.38075 3.33816
6 C -1.23576 1.62131 2.67469
7 C -1.98221 0.54783 2.17658
8 C -3.24539 0.74665 1.51231
9 N -4.28364 0.88528 0.98597
10 C -1.44661 -0.74310 2.22985
11 C -0.23406 -0.98201 2.89460
12 H 2.32089 0.83871 4.21725
13 H 0.56547 2.20863 3.72439
14 H -1.60771 2.64016 2.55442
15 H -1.98405 -1.57020 1.74916
16 H 0.19337 -1.99152 2.89879
17 C -1.20217 4.18238 8.87749
18 O -1.49461 2.76661 8.79800
19 C -0.69363 1.98515 8.02139
20 C 0.39103 2.49295 7.25978
21 C 1.13350 1.61289 6.48669
22 C 0.87010 0.24848 6.49003
23 C 1.70262 -0.65542 5.60028
24 C 3.11120 -0.89983 6.13559
25 C 3.81314 -2.16391 5.89175
26 O 3.37193 -3.21879 5.43436
27 C 5.21020 -1.93387 6.41463
28 C 5.26181 -0.71188 7.08888
29 C 6.44970 -0.27066 7.66925
30 C 7.61166 -1.03545 7.49706
31 C 7.55913 -2.26045 6.80497
32 C 6.34336 -2.73248 6.29481
33 C 3.89740 -0.05475 7.01866
34 O 3.58426 0.96556 7.64439
35 C -0.21827 -0.25324 7.21225
36 C -0.98626 0.59692 7.99185
37 H -1.95223 4.55155 9.57608
38 H -0.19168 4.36333 9.27215
39 H -1.31490 4.67180 7.89896
40 H 0.65931 3.55525 7.25995
41 H 1.98404 2.00626 5.92832
42 H 1.20186 -1.63106 5.54729
43 H 6.44656 0.66342 8.22968
44 H 8.55403 -0.67951 7.90925
45 H 8.47142 -2.83779 6.67018
46 H 6.26079 -3.69701 5.79729
47 H -0.42087 -1.33012 7.20609
48 H -1.83162 0.23836 8.58258

=====

[3]
The following is a DFT calculation (ωB97M-V with the def2-TZVPD basis set) of a structure of composition C26H18AuNO6P.

Charge: +1
Gap between HOMO and LUMO in eV: 7.592
Highest occupied orbital energy in eV: -12.084

Atoms and positions in Å:
1 Au 0.17531 -0.24974 1.01160
2 O -1.76254 0.18511 0.71235
3 C -2.63185 0.15594 1.63629
4 C -2.50037 -0.17525 2.98781
5 C -3.69022 -0.10148 3.76535
6 C -3.65183 -0.41104 5.08050
7 C -2.45244 -0.81055 5.70962
8 C -1.29788 -0.89273 4.99435
9 C -1.27000 -0.58033 3.60732
10 O -0.14416 -0.67812 2.99626
11 N -4.88800 -0.33023 5.87377
12 O -4.80785 -0.61754 7.04787
13 O -5.89726 0.01761 5.29782
14 H -3.63030 0.43218 1.29041
15 H -4.62533 0.20192 3.31341
16 H -2.47535 -1.04761 6.76419
17 H -0.36748 -1.19517 5.45341
18 O 4.08951 -1.36002 1.05669
19 C 2.96838 -1.24248 0.64430
20 O 2.08219 -0.53261 1.34301
21 C 2.58029 -1.89869 -0.66108
22 C 3.26778 -3.05373 -1.00154
23 C 3.02757 -3.68121 -2.21668
24 C 2.12592 -3.14114 -3.12075
25 C 1.44557 -1.97419 -2.80550
26 C 1.66379 -1.36191 -1.57533
27 P 0.80252 0.13881 -1.13162
28 C 1.90429 1.54158 -1.14773
29 C 1.46957 2.74595 -0.58850
30 C 2.31808 3.83693 -0.57576
31 C 3.59732 3.72537 -1.11040
32 C 4.03005 2.52824 -1.65915
33 C 3.18579 1.42768 -1.67967
34 C -0.59060 0.39899 -2.21407
35 C -1.60464 -0.56162 -2.25589
36 C -2.66953 -0.39470 -3.12058
37 C -2.72908 0.73004 -3.93739
38 C -1.72511 1.68509 -3.89491
39 C -0.64976 1.52469 -3.03320
40 H 3.99607 -3.44590 -0.30548
41 H 3.55792 -4.59161 -2.46147
42 H 1.95233 -3.62302 -4.07313
43 H 0.75087 -1.54236 -3.51414
44 H 0.47424 2.83000 -0.16569
45 H 1.98909 4.77180 -0.14325
46 H 4.26181 4.57870 -1.09122
47 H 5.02820 2.44492 -2.06618
48 H 3.52785 0.49093 -2.10092
49 H -1.55667 -1.43813 -1.61998
50 H -3.45391 -1.13811 -3.16117
51 H -3.56476 0.85877 -4.61229
52 H -1.77404 2.55487 -4.53549
53 H 0.13865 2.26511 -3.00616

=====

[4]
The following is a DFT calculation (ωB97M-V with the def2-TZVPD basis set) of a structure of composition C26H18BBrN2O2Pd.

Charge: -2
Gap between HOMO and LUMO in eV: 2.779
Highest occupied orbital energy in eV: 1.844

Atoms and positions in Å:
1 Pd 0.07754 0.06619 -0.33772
2 Br -1.78481 1.48809 1.11666
3 C -3.17697 0.40169 0.42242
4 C -4.45132 0.79315 0.73234
5 C -5.54385 0.00348 0.31341
6 C -5.31015 -1.15562 -0.36359
7 C -3.99087 -1.57786 -0.67323
8 C -3.78842 -2.81657 -1.32614
9 C -2.51527 -3.23176 -1.58650
10 C -1.41016 -2.41635 -1.27391
11 C -1.50990 -1.16489 -0.68206
12 C -2.86250 -0.77840 -0.32122
13 H -4.60978 1.69602 1.30515
14 H -6.55507 0.31462 0.54906
15 H -6.13541 -1.79036 -0.67093
16 H -4.65061 -3.41999 -1.59164
17 H -2.34745 -4.19214 -2.06530
18 H -0.42702 -2.79209 -1.53165
19 C 2.84567 3.37396 -1.08211
20 C 3.74271 3.35258 0.05137
21 C 3.56012 2.44164 1.02723
22 C 2.45672 1.48821 1.00435
23 N 1.66214 1.45638 -0.19237
24 C 1.89232 2.38590 -1.12717
25 C 2.17046 0.62416 2.02039
26 C 2.87438 0.57849 3.30443
27 C 2.60229 -0.38857 4.21145
28 C 1.60407 -1.37846 3.94841
29 C 0.91290 -1.22528 2.75403
30 N 1.13035 -0.31107 1.82897
31 H 2.95159 4.07511 -1.89882
32 H 4.58113 4.04285 0.10370
33 H 4.25719 2.40462 1.85630
34 H 1.24872 2.31106 -2.00098
35 H 3.61290 1.33582 3.54080
36 H 3.13753 -0.39358 5.15945
37 H 1.34715 -2.15671 4.65474
38 H 0.09566 -1.91377 2.52526
39 O 1.85385 -1.78878 -1.85524
40 B 1.02932 -0.61066 -1.86670
41 O 1.17974 -0.03602 -3.17687
42 C 2.02459 -0.82736 -3.87298
43 C 2.47258 -0.68879 -5.16720
44 C 3.34990 -1.66688 -5.65225
45 C 3.75148 -2.72932 -4.85522
46 C 3.29275 -2.85940 -3.53817
47 C 2.42882 -1.89447 -3.07291
48 H 2.15758 0.14907 -5.77531
49 H 3.72612 -1.58761 -6.66544
50 H 4.43676 -3.46770 -5.25444
51 H 3.60436 -3.67668 -2.90127